ORCA calculation (ωB97M-V/def2-TZVPD) on a structure of composition C10H16Cl3NO3Ru in a non-equilibrium geometry.

CARTESIAN COORDINATES (ANGSTROEM)
H -0.05621 -3.05412 -1.79422
H 3.49700 -0.92807 -1.42900
C 0.00280 1.02212 -0.69708
O -3.41685 1.58406 3.27671
C 2.87143 -1.39231 -0.66173
C 2.51440 1.72391 -0.71172
C 0.25733 -1.26997 -0.64673
C -0.58799 2.36202 -0.90814
C -2.12537 -0.40106 -1.01998
H 2.70455 -2.43743 -0.92940
H 2.14300 2.75328 -0.70058
H 3.04983 1.54755 -1.65558
C 1.40527 0.76215 -0.54699
Cl 3.19302 0.36725 2.27711
N -3.66715 1.16112 2.16741
H 0.70027 -3.28957 -0.19768
Cl 0.82696 -2.24937 2.39718
H -2.30518 -0.51807 -2.09877
O -3.71882 -0.32673 2.06089
C -0.04029 -2.71101 -0.75076
O -3.90370 1.72729 1.12273
H -2.49356 -1.31018 -0.53284
H -3.12145 -0.56190 2.82007
Cl -0.60904 0.61518 2.42522
H -0.04975 3.13020 -0.34291
H -1.01641 -2.94500 -0.31258
Ru 1.33476 -0.18216 1.52457
H -1.63965 2.40327 -0.60275
H 3.23278 1.61320 0.10268
H -2.74418 0.42088 -0.63943
H -0.54802 2.64894 -1.96965
H 3.40798 -1.36193 0.29360
C -0.67706 -0.21496 -0.75777
C 1.57933 -0.68856 -0.56188

Computed properties:
2S+1 ... 5
ΔE to the lowest compared entry with this formula, charge and spin ... 0.0 kJ/mol
Charge ... -2
HOMO (spin up / spin down) ... 1.395 / 0.562 eV

---

ORCA calculation (ωB97M-V/def2-TZVPD) on a structure of composition C32H29BBaCl5N10OS5Te in a non-equilibrium geometry.

CARTESIAN COORDINATES (ANGSTROEM)
H -30.66310 4.61007 0.70242
C -28.04423 0.73444 1.80810
N -26.81701 1.35656 1.68277
H -26.20638 5.04372 -0.09815
C -26.14463 -0.54546 4.70819
N -24.67106 3.41949 2.22590
H -19.30195 7.04496 1.57946
C -18.90395 0.70700 -2.10508
Ba -23.13168 0.87698 2.27163
C -20.02508 6.34393 2.00726
H -24.79598 0.83093 -3.47735
H -18.55146 -0.88181 -5.21080
Cl -19.85701 2.65042 6.99927
N -25.56478 3.51975 1.24638
C -25.96474 1.71925 -1.82371
H -26.83020 2.26014 -2.19496
Te -19.25322 1.83634 -0.38570
H -30.74420 2.74884 -2.55790
C -18.22346 -0.47882 -1.93014
Cl -19.53639 -0.80602 1.94261
H -20.27701 7.11705 -0.54229
N -25.94865 0.78682 2.57202
H -29.94504 4.17933 -3.08031
C -25.56428 4.82044 0.74019
C -24.86414 -5.13424 4.65719
S -23.78188 -2.35811 1.50526
C -18.52502 -0.53718 -4.20950
C -24.06409 0.64296 -1.33245
C -23.46120 -2.83547 4.29399
H -19.52330 5.58997 2.61031
H -24.64422 6.69011 1.51490
C -28.01269 -0.02887 2.98606
H -22.95556 -1.19304 -1.36996
H -28.83874 0.98720 1.11717
H -22.04578 6.88011 -0.33410
C -21.08739 6.39007 -0.37446
H -28.41773 3.86285 2.04370
H -26.20918 0.18864 5.50203
C -24.89904 1.06671 -2.41589
C -24.83792 5.62010 1.60361
C -24.03459 -3.18581 2.92626
H -21.06889 5.66817 -1.18854
C -17.99086 -1.20135 -3.12040
N -21.35875 3.22008 1.30754
S -22.58215 -1.48497 4.66728
N -25.73168 1.73174 -0.46878
N -28.37668 2.99752 -1.10071
S -19.25908 0.95130 -3.82393
C -24.31148 4.70223 2.55523
H -22.56093 4.65953 3.79142
H -22.40422 0.06267 -2.52156
C -19.49780 0.06655 3.37201
H -20.67198 6.91905 2.67979
Cl -17.20126 1.08192 6.46305
B -26.50367 2.44737 0.64152
C -26.66259 0.02612 3.42836
H -17.97320 -0.82299 -0.94781
H -28.82612 -0.58231 3.40348
H -31.39841 4.30931 -1.97657
C -18.50860 0.94653 5.37327
H -26.68703 -1.44440 5.01304
H -22.07446 0.17985 -0.77292
C -21.14144 4.38126 1.08932
C -20.82719 1.43114 4.86279
C -18.40857 0.18823 4.22800
Cl -22.32151 2.15777 5.19873
H -23.56148 6.14180 3.99718
H -25.07622 -0.79147 4.58455
N -24.57360 1.08589 -0.17484
N -20.85634 5.68014 0.95077
C -29.80498 4.11280 0.27844
C -29.57102 3.64562 -1.04515
S -24.99161 -4.61919 2.89698
N -27.80506 3.08953 0.10808
H -17.49987 -2.15026 -3.13567
Cl -16.99015 -0.71662 3.87970
C -19.69222 1.58153 5.67467
C -28.71077 3.72528 1.01747
H -24.07211 4.56238 4.67252
C -20.66509 0.66465 3.75131
C -22.80203 -0.11502 -1.51798
O -25.45586 -6.06963 5.14215
S -23.86017 -3.93749 5.54913
C -30.49379 3.75887 -2.21691
C -23.58225 5.05785 3.80986

Computed properties:
2S+1 ... 2
ΔE to the lowest compared entry with this formula, charge and spin ... 0.0 kJ/mol
Charge ... -2
HOMO (spin up / spin down) ... -0.992 / -0.992 eV

---

ORCA calculation (ωB97M-V/def2-TZVPD) on a structure of composition C35H52BrN3NiOP2 in a non-equilibrium geometry.

CARTESIAN COORDINATES (ANGSTROEM)
C 0.45695 -2.18117 4.10523
C 2.55115 0.63157 -0.15742
H 4.45721 -1.93938 -1.41886
H -3.89263 0.17138 -5.05139
C -4.17784 1.49776 0.21837
N 0.54867 0.33524 6.10663
H 2.32979 4.66558 -0.84414
H 0.44965 -4.17506 3.27505
H 0.98835 -1.59241 6.85506
C -1.28963 -3.81935 -4.14349
C 1.46506 3.91578 -4.01984
H -1.36829 -1.43728 5.64125
C -2.77365 -0.37948 -3.36117
H 4.48191 1.17263 0.60798
C 2.54776 4.57222 -4.64567
H 2.64856 1.96847 6.35034
C 0.21698 -0.81189 6.98374
H 3.93941 -3.63099 -1.52547
H -3.21877 -0.05454 1.39555
C -3.06310 0.83848 0.76531
H 0.27762 -0.47795 8.03451
C 1.84784 -0.15120 -2.88307
C 1.71895 2.55423 6.36967
H -4.35525 -3.85559 -2.90613
H 1.50720 2.95866 5.37619
H -0.30753 -3.43567 1.01702
H 2.67851 4.53448 -5.73738
H -1.24798 -2.38512 7.16376
H -2.49886 -3.67676 -1.38298
H -0.39031 2.19349 6.58171
C -3.08499 -2.74664 -1.47553
H 2.05956 0.64897 0.83220
C 0.20160 -0.84932 3.77109
C -4.10127 2.86306 -0.10439
C 2.33322 4.66440 -1.93304
C 1.33581 3.94912 -2.62261
C 0.55805 1.67024 6.79741
H -1.93187 -0.76530 7.17932
Ni -2.56508 -0.65969 -0.23161
H 2.49930 -2.48020 0.16832
H -2.06703 -3.69969 -4.90691
H -2.70922 4.52275 -0.39903
H -0.03817 0.42737 2.07875
P -1.89996 -1.56514 -2.26223
C -3.35543 -0.73215 -4.72921
H 0.77847 -2.46080 5.11635
C 2.36801 -2.31395 -0.91326
H 4.03563 -0.17960 -2.93950
H 3.44269 -2.49552 -2.79820
C 0.30965 0.36873 4.72318
H -3.24610 -2.34502 -0.42258
H -4.08300 -1.55216 -4.69702
C -1.16378 -1.39152 6.71377
H 1.04460 0.58922 -3.04175
C -1.72300 2.61294 -0.24537
H 4.17280 5.82202 -2.07287
C 0.28763 3.19472 -1.91946
C -1.76671 1.39127 0.51174
H -2.58206 -0.92141 -5.49068
H 2.33966 1.60987 -0.62387
H 1.55620 -2.99265 -1.22487
O 0.20320 1.47826 4.20111
H 0.79142 3.30420 -4.60810
H -1.99070 0.37846 -3.53222
C -0.89746 -2.50388 -3.46763
H -3.51944 0.07898 -2.69176
H 4.55347 0.43670 -0.99325
H -5.13925 -2.37423 -2.25786
H 4.25220 -0.58079 0.46062
C -4.44258 -3.19016 -2.03850
C 4.04779 0.38415 -0.02089
H 1.60227 -1.02214 -3.51400
H 0.03946 -2.66391 -2.91276
C 3.38151 5.29344 -2.61981
H 1.85330 3.36119 7.10376
H 3.30965 1.45342 -2.74488
H -0.39214 -4.15141 -4.68523
N 3.47312 5.24815 -3.95570
C -2.83110 3.44706 -0.23983
Br -5.64207 0.39032 -0.39947
H -0.96652 1.25063 1.24534
H -4.95139 3.47504 -0.34801
H 0.60827 1.46552 7.88060
N -0.66994 -1.46423 1.54632
C 3.62962 -2.59633 -1.71909
P 1.62337 -0.64156 -1.12181
H -1.55647 -4.61724 -3.43803
H -4.91749 -3.80363 -1.25829
C -0.14981 -0.58459 2.42713
C 0.25795 -3.11583 3.08006
C 3.19719 0.47003 -3.22647
C -0.26155 -2.71418 1.83230
H 3.25529 0.61737 -4.31296
H -0.69597 -1.75807 -4.25326
C -0.58806 3.05921 -1.02594

Computed properties:
2S+1 ... 3
ΔE to the lowest compared entry with this formula, charge and spin ... 406.8 kJ/mol
Charge ... +2
HOMO (spin up / spin down) ... -13.384 / -13.384 eV

---

ORCA calculation (ωB97M-V/def2-TZVPD) on a cluster of 2 separate species, C4H13NO2 in total in a non-equilibrium geometry.

CARTESIAN COORDINATES (ANGSTROEM)
C -0.93832 -1.36296 0.30923
N 0.01993 1.01878 -0.36721
H 0.71552 -0.23621 1.01386
O -0.69836 3.60219 0.84800
C -0.03399 -2.65108 0.37249
H 0.46259 -0.16669 -2.61771
C -0.31652 -0.02001 0.66858
H -0.68543 -3.46641 0.12579
H 1.68722 1.69477 -1.61050
H -1.31160 -1.49366 -0.72875
H -1.91854 -1.53437 0.88084
H -0.80575 1.05422 -0.98414
H 2.22458 0.74508 -0.27485
H -1.06540 0.39134 1.47142
C 1.32249 0.87412 -0.99653
H 0.85510 -2.45677 -0.24106
O 1.22137 -0.18596 -1.94203
H 0.40259 -2.90401 1.37973
H -0.87499 4.27455 1.54119
H -0.26252 2.82309 1.15164

Computed properties:
2S+1 ... 2
ΔE to the lowest compared entry with this formula, charge and spin ... 279.7 kJ/mol
Charge ... +1
HOMO (spin up / spin down) ... -15.191 / -15.183 eV

---

ORCA calculation (ωB97M-V/def2-TZVPD) on a cluster of 2 separate species, CH3N4 in total in a non-equilibrium geometry.

CARTESIAN COORDINATES (ANGSTROEM)
N -0.22067 0.65741 0.43216
N 1.09946 -1.00497 -0.76275
C 0.31719 -0.40674 -0.11269
H -1.05716 0.55183 0.98122
N -1.99077 -1.28641 -0.57340
H -0.22521 1.48715 -0.15165
H 1.40801 -1.54097 -1.50807
N -2.86644 -1.75812 -1.03957

Computed properties:
2S+1 ... 3
ΔE to the lowest compared entry with this formula, charge and spin ... 0.0 kJ/mol
Charge ... +1
HOMO (spin up / spin down) ... -12.396 / -18.400 eV

---

ORCA calculation (ωB97M-V/def2-TZVPD) on a structure of composition C16H22AlBeBrCl3F3KN4O9 in a non-equilibrium geometry.

CARTESIAN COORDINATES (ANGSTROEM)
H 2.36966 -4.39711 -3.05188
C 4.43372 6.42373 -1.85111
O -8.28189 1.70746 -1.66186
H -3.86710 3.48266 -2.43734
H 1.73839 -6.47707 -1.97166
H -1.84783 2.13945 0.11216
O -4.06161 1.11240 -0.33296
H 0.67538 -5.98545 -4.08342
F 3.97244 -4.30577 3.86073
H -1.95863 3.36459 -1.11087
H -0.65106 -5.10901 -3.31820
H 4.25082 3.11306 -1.11088
C 2.50793 5.41395 -2.88704
O 1.47532 -4.39293 6.75184
H 0.26161 -2.12950 3.88700
C -7.41666 2.86456 0.19203
C 1.11300 -4.08744 5.55748
N -0.64821 0.49658 2.79921
C 4.78745 5.19499 -1.30105
Cl 2.42977 -1.28688 -2.11267
O 0.21197 -5.53031 -0.88027
F 2.09738 3.10785 -2.56447
H 3.01726 7.49286 -3.06574
H -0.48234 -6.85301 -3.07447
H 1.07627 -3.49958 -2.25432
C 0.07270 -5.91640 -3.17183
C 3.99585 4.07655 -1.53752
H 3.77556 -0.02905 -0.63749
C 2.64169 -3.87745 3.68783
C 2.86663 4.19883 -2.32969
O 0.13373 0.95007 3.63723
N -4.23859 2.69717 -1.93565
H -6.80146 1.96303 0.28983
C 3.29379 6.53433 -2.64130
H -5.14950 2.34477 -2.18381
H 1.62171 5.47962 -3.50714
F -0.13135 -4.60514 5.13747
O -1.02887 -0.69737 2.89237
N -2.36471 2.58100 -0.63365
Al 0.08783 -4.14456 2.32451
Cl 1.65290 0.00675 0.37431
C 0.98414 -5.67388 -1.94823
Br -2.08763 -2.29717 0.98954
N 1.97174 -3.20752 4.78435
H -6.75319 3.72438 0.07058
O -1.05132 1.20350 1.87049
Be 1.29917 0.66286 -2.45480
C 1.28474 -1.94695 4.36310
Cl 3.62894 -2.12672 0.40393
C -3.58710 2.06640 -0.92825
O 2.15594 -4.08050 2.54210
K 0.90571 -3.06056 8.48927
H 5.67801 5.10956 -0.68870
H 2.42137 -4.14991 -1.30531
C -8.35067 2.76686 -0.99420
C 2.98145 -0.76113 -0.50424
C 1.75201 -4.35242 -2.14706
H 1.17396 -1.34198 5.33578
H 5.04920 7.29673 -1.66270
O -9.09273 3.75687 -1.18222
H -7.99470 2.98938 1.11088

Computed properties:
Charge ... +1
HOMO ... -9.252 eV

---

Please write out number 4 again, unchanged.
ORCA calculation (ωB97M-V/def2-TZVPD) on a cluster of 2 separate species, C4H13NO2 in total in a non-equilibrium geometry.

CARTESIAN COORDINATES (ANGSTROEM)
C -0.93832 -1.36296 0.30923
N 0.01993 1.01878 -0.36721
H 0.71552 -0.23621 1.01386
O -0.69836 3.60219 0.84800
C -0.03399 -2.65108 0.37249
H 0.46259 -0.16669 -2.61771
C -0.31652 -0.02001 0.66858
H -0.68543 -3.46641 0.12579
H 1.68722 1.69477 -1.61050
H -1.31160 -1.49366 -0.72875
H -1.91854 -1.53437 0.88084
H -0.80575 1.05422 -0.98414
H 2.22458 0.74508 -0.27485
H -1.06540 0.39134 1.47142
C 1.32249 0.87412 -0.99653
H 0.85510 -2.45677 -0.24106
O 1.22137 -0.18596 -1.94203
H 0.40259 -2.90401 1.37973
H -0.87499 4.27455 1.54119
H -0.26252 2.82309 1.15164

Computed properties:
2S+1 ... 2
ΔE to the lowest compared entry with this formula, charge and spin ... 279.7 kJ/mol
Charge ... +1
HOMO (spin up / spin down) ... -15.191 / -15.183 eV

---

- Number 2 is which compound?
  C32H29BBaCl5N10OS5Te

---

- Which value of charge does entry 6 give?
  +1